# 1
126
Properties=species:S:1:pos:R:3 method="wB97M-V/def2-TZVPD" charge=0 relative_energy_ev=1.914 e_lumo_ha=0.0220 molar_mass_g_mol=644.97 multiplicity=1 homo_lumo_gap_ev=10.1
H -3.126 16.181 5.530
H -10.167 18.194 1.470
O -9.299 23.398 5.968
H -8.017 22.256 8.402
H -13.255 24.813 4.955
H -7.266 25.387 2.035
H -10.007 24.619 3.061
H -7.865 25.024 7.340
H -12.771 20.069 1.551
H -7.652 24.489 0.542
H -4.774 17.863 4.553
H -11.324 21.034 1.872
H -11.832 13.072 2.170
C -4.110 16.488 5.770
C -10.550 17.223 1.451
H -8.681 21.012 9.537
H -9.667 26.471 1.911
O -13.378 22.213 3.082
H -13.877 21.375 3.320
H -5.241 21.088 2.777
H -8.791 16.031 4.807
O -8.418 21.634 1.851
C -12.994 23.234 6.545
C -4.407 20.854 6.101
H -14.170 22.143 1.215
H -11.211 17.120 -0.599
H -10.069 20.509 5.791
H -13.881 13.137 4.473
C -13.133 22.170 1.625
H -11.020 18.386 6.012
H -5.669 22.676 2.054
H -11.845 18.117 3.954
H -6.840 24.094 6.351
H -4.143 20.170 5.354
C -11.665 17.051 0.403
H -11.955 20.897 0.190
H -8.343 18.055 3.337
C -12.235 20.996 1.271
O -11.716 23.572 4.486
C -13.318 12.674 3.657
H -12.141 22.784 4.071
H -11.215 15.979 2.902
H -6.392 20.733 5.317
O -9.895 21.701 8.073
O -6.339 17.460 3.702
H -13.080 16.875 5.081
O -13.401 16.046 5.385
H -12.774 11.872 4.110
H -4.148 21.909 5.760
H -14.054 12.277 2.981
C -7.382 21.651 2.879
O -9.982 24.401 2.125
O -6.242 19.406 6.876
H -11.815 14.842 4.253
H -12.282 19.699 6.317
C -7.536 24.910 6.355
H -13.710 23.655 7.229
C -7.887 25.427 1.121
H -10.127 23.018 10.486
H -8.871 24.063 9.698
H -8.355 24.399 4.432
H -9.345 25.500 5.417
C -10.629 20.169 4.948
C -13.338 16.022 6.799
C -5.905 20.684 6.291
H -17.006 20.896 3.641
H -12.376 16.333 7.264
C -9.438 25.487 1.375
H -7.417 18.829 4.670
H -12.181 22.895 7.129
H -6.474 16.678 3.146
H -8.991 17.541 5.679
H -13.917 19.349 4.097
C -8.886 21.956 9.024
H -12.665 23.122 1.418
H -9.810 22.432 7.443
O -12.459 18.540 4.584
C -7.657 17.856 4.188
O -4.212 17.908 5.349
H -7.623 16.693 6.034
H -13.214 13.873 6.667
H -4.022 15.399 7.702
H -8.897 22.470 1.914
H -12.171 16.098 0.569
H -7.606 22.391 3.677
H -4.757 15.901 5.117
C -12.486 24.212 5.458
H -7.633 26.254 0.477
H -15.678 18.193 3.329
H -16.263 18.948 4.902
O -14.682 19.920 3.995
H -13.494 22.350 6.095
H -10.172 23.291 5.517
C -9.132 23.057 10.071
H -13.123 14.411 2.216
H -6.308 21.456 6.923
H -11.760 24.871 5.973
H -12.412 17.848 0.529
H -8.436 22.883 10.912
C -5.966 21.659 2.195
H -9.712 16.475 1.188
O -11.426 14.471 3.450
C -13.767 14.634 7.215
H -5.660 16.150 7.314
H -9.952 25.596 0.456
H -14.809 14.524 6.898
H -3.959 20.698 7.135
H -6.169 21.226 1.281
H -14.076 16.725 7.171
H -4.246 17.120 7.799
C -15.912 19.165 3.861
H -6.993 25.801 6.024
C -16.918 20.040 3.068
C -8.237 16.911 5.183
C -8.685 24.589 5.458
H -17.867 19.539 2.897
O -11.156 16.940 2.701
H -13.662 14.401 8.283
H -7.498 20.625 3.326
H -9.921 19.692 4.268
C -4.579 16.263 7.247
H -5.640 18.734 6.597
H -16.511 20.381 2.120
C -12.479 13.681 2.815
C -11.622 19.201 5.585
H -11.053 21.029 4.552

# 2
38
Properties=species:S:1:pos:R:3 method="wB97M-V/def2-TZVPD" charge=+1 relative_energy_ev=0.000 e_lumo_ha=-0.2374 molar_mass_g_mol=557.13 multiplicity=1 homo_lumo_gap_ev=7.5
O -1.863 -4.573 -2.145
V 0.053 0.259 0.191
O -1.535 -2.449 -2.329
H 4.308 2.980 0.571
O -0.897 0.185 1.617
H 4.356 5.395 0.001
O 3.796 0.472 0.271
S 2.515 0.977 -0.007
As 0.107 2.187 -2.246
C -2.398 -4.322 0.474
C -1.326 -2.144 1.813
C -1.725 -3.340 -0.226
C -2.509 -4.194 1.841
H -2.129 -3.037 3.603
O -1.057 3.412 -2.532
C 1.563 4.505 -1.705
O -0.384 -1.342 -0.226
C 1.511 3.159 -1.392
C 3.564 4.767 -0.383
C -1.156 -2.276 0.440
N -1.676 -3.469 -1.693
H 2.611 6.354 -1.447
O -3.221 -5.160 3.795
C -2.003 -3.117 2.532
H 0.812 4.938 -2.350
O 0.321 1.145 -3.453
H -2.820 -5.170 -0.046
O -0.490 -0.823 3.634
O -0.736 1.367 -0.763
C -0.852 -0.935 2.527
O 1.516 0.938 1.177
O 1.642 0.222 -0.987
N -3.222 -5.252 2.589
H -1.607 3.146 -3.288
C 3.541 3.415 -0.055
C 2.521 2.623 -0.553
O -3.719 -6.143 1.943
C 2.587 5.303 -1.194

# 3
34
Properties=species:S:1:pos:R:3 method="wB97M-V/def2-TZVPD" charge=+1 relative_energy_ev=0.000 e_lumo_ha="-0.0762 / -0.2381" molar_mass_g_mol=489.18 s_squared=6.02 multiplicity=5 homo_lumo_gap_ev="9.9 / 7.2"
H -1.346 3.665 -1.449
H 0.461 -3.123 3.428
H 1.663 -1.180 -2.113
H 0.827 2.600 2.440
P 0.084 -2.529 -0.027
H 0.388 4.039 -1.492
H -1.363 4.106 0.903
Br -1.944 -0.413 0.555
H -0.302 3.759 3.134
H 3.098 -2.191 -1.807
O -0.602 -3.636 -0.894
H -0.923 2.237 2.504
C -0.343 3.236 -1.368
H 1.632 -2.925 -2.523
H -0.240 2.542 -3.386
C 0.579 -2.409 2.621
H 0.878 1.727 -2.296
C -0.362 3.676 1.002
H -2.150 -4.800 -1.502
Pt 0.340 0.437 0.390
H -0.870 1.345 -2.257
O 2.107 0.584 0.410
H 1.625 -2.133 2.504
C -1.992 -4.034 -0.752
O -0.197 2.701 -0.043
H -2.152 -4.434 0.246
C -0.177 3.018 2.344
H -2.639 -3.179 -0.938
C 2.015 -2.174 -1.838
C -0.130 2.139 -2.379
O 0.121 -3.095 1.430
H -0.044 -1.535 2.798
O 1.585 -2.492 -0.488
H 0.373 4.470 0.842

# 4
15
Properties=species:S:1:pos:R:3 method="wB97M-V/def2-TZVPD" charge=0 relative_energy_ev=4.556 e_lumo_ha="-0.0357 / -0.0357" molar_mass_g_mol=208.08 multiplicity=1 homo_lumo_gap_ev="7.4 / 7.4"
C -0.051 0.646 -0.036
C 2.774 -0.234 0.534
H -1.522 2.045 -0.615
N 0.960 1.499 -0.310
C -0.906 -1.734 -0.091
H -1.632 -1.555 0.703
S 1.789 -1.361 -0.243
C 0.178 -0.709 -0.068
C -1.425 1.241 0.110
Br 4.569 -0.323 0.063
H -2.226 0.524 -0.033
H -1.435 -1.695 -1.044
O 0.917 2.705 -0.104
H -0.492 -2.734 0.029
H -1.499 1.686 1.104